A 2-piece molecular cluster, C2H6ClN overall in a non-equilibrium geometry. Source: the Open Molecules 2025 dataset; level of theory: ωB97M-V/def2-TZVPD.

The geometry in XYZ format:
```
10
Properties=species:S:1:pos:R:3:forces:R:3:lowdin_charge:R:1
C 1.439062 -0.246511 -0.125951 0.38 0.16 -0.29 -0.2581
C -1.559837 0.755945 0.294273 0.87 -0.50 -0.28 -0.5411
N 0.289132 -1.028727 0.176717 -0.92 0.26 0.73 -0.0082
Cl -2.946242 -0.159867 0.065526 -0.54 -0.23 -0.02 0.5617
H 2.321031 -0.798796 0.226836 0.06 0.03 -0.05 0.0760
H 1.589340 -0.010100 -1.185328 0.03 0.06 0.06 0.0662
H 1.418383 0.680164 0.451863 0.06 0.01 0.00 0.0628
H -1.198019 1.300952 -0.556912 0.05 0.12 -0.09 0.0068
H -1.299284 1.026303 1.296235 0.06 0.01 0.23 0.0088
H -0.053570 -1.519361 -0.643259 -0.04 0.08 -0.28 0.0252
```
Positions in Å, forces in eV/Å.

**E_HOMO (spin up / spin down)**: -0.300 / -0.350 Ha
**Maximum force**: 1.205 eV/Å
**Energy relative to the best compared isomer or geometry (same formula, charge and spin)**: 91.8 kcal per mole
**Total energy**: -16180.049 eV
**Total charge**: 0